No. 1
117
Properties=species:S:1:pos:R:3:forces:R:3 method="wB97M-V/def2-TZVPD" de_lowest_ev=1.728 homo_lumo_gap_ev=6.10 charge=+2 e_homo_ev=-12.18 total_energy_ha=-4526.0109
Sc 1.9191 0.0995 0.0175 -1.24 1.46 1.63
N 4.1684 1.2505 -4.6501 -0.78 -0.05 0.34
C 3.3255 0.4258 -3.8872 0.60 -1.00 0.00
S 2.1971 -0.6993 -4.5096 0.27 1.27 -0.76
N 3.6301 0.5553 -2.5908 -0.40 -0.71 0.34
N 3.0042 -0.3701 -1.7611 0.95 -3.52 -0.39
C 3.0564 -1.7012 -2.0430 0.11 2.84 -1.22
C 2.3640 -2.6735 -1.1954 -1.21 0.22 -0.18
C 2.2725 -4.0501 -1.5836 0.28 1.36 -0.20
C 1.4721 -4.8968 -0.8604 -1.29 1.56 0.17
C 0.7823 -4.3265 0.2664 1.45 -2.96 -0.28
C 1.1479 -3.0906 0.7035 -1.23 2.27 0.28
N 1.6913 -2.1357 -0.1335 1.62 -2.91 0.50
H 3.8836 1.2430 -5.6126 0.41 -0.06 -0.43
H 5.1652 1.1167 -4.4559 -0.66 -0.01 -0.31
H 3.5076 -2.1037 -2.9934 -0.05 0.69 1.36
H 2.6818 -4.4012 -2.5383 0.27 0.38 0.56
H 1.2967 -5.8668 -1.3083 -0.20 -0.19 0.64
H 0.1943 -5.0243 0.8875 0.29 0.76 -0.20
H 0.8703 -2.7568 1.7319 -0.05 -0.03 -1.11
C -1.7526 3.2164 4.4173 -1.63 -0.63 0.56
C -1.6130 2.4823 3.1083 -1.23 1.77 0.16
N -2.1809 2.8334 2.0086 -0.01 -0.05 0.64
O -2.9619 3.9736 2.1619 0.68 0.31 0.64
C -0.6910 1.4150 2.9968 1.75 -2.39 1.27
C -0.2183 0.6490 4.2034 -1.43 -0.13 1.37
N -0.1793 1.2044 1.8628 2.29 -0.27 -1.19
O 0.8792 0.2594 1.8689 -0.66 0.60 -0.85
H -2.2182 2.5464 5.2360 0.51 1.02 -1.44
H -2.4297 4.0726 4.1931 0.78 -0.52 0.80
H -0.7796 3.4942 4.8285 -0.06 0.21 -0.25
H -3.6347 3.8361 1.5197 -1.09 0.06 -1.08
H -0.2842 -0.4536 4.0941 0.48 0.78 -0.27
H -0.8217 0.8662 5.1124 0.00 -0.05 -0.77
H 0.7470 1.0049 4.5162 0.83 -0.32 -0.25
N 4.2470 3.3082 -2.3593 1.55 0.19 -0.03
C 3.4557 4.2501 -1.5470 -0.30 0.77 2.63
P 1.7989 3.4897 -1.0325 0.38 -0.95 -2.26
O 0.9334 3.4385 -2.2600 0.50 -0.16 1.09
O 2.2093 2.1815 -0.3407 -0.17 -0.16 0.21
C 0.8694 4.5138 0.1517 0.97 -1.08 2.65
N -0.5538 4.0454 0.0560 -0.79 -0.17 -0.37
H 4.0826 3.6131 -3.2963 0.11 -0.28 -1.25
H 3.9925 2.2746 -2.3526 -0.30 -0.45 0.41
H 5.2959 3.3857 -2.2053 -1.65 -0.05 -0.09
H 3.2207 5.1430 -2.1414 0.30 -0.21 0.26
H 4.0733 4.5239 -0.6265 -0.93 -0.18 -1.21
H 1.0051 5.6063 0.0478 -0.39 -0.66 -0.07
H 1.2120 4.1601 1.1867 -0.29 0.95 -1.28
H -0.9282 3.3379 0.8114 0.69 0.82 -0.86
H -0.6779 3.5635 -0.8829 -0.07 0.85 0.69
H -1.1598 4.8835 0.1273 -0.03 -0.82 -0.33
C 5.0939 -0.3713 0.4558 1.05 0.96 1.72
N 3.9103 -0.3510 1.3751 -0.79 0.23 -1.16
C 3.7723 -1.6510 2.1210 -0.14 0.36 1.89
N 4.9778 -1.9290 2.9093 -0.89 1.87 0.78
C 6.0944 -1.9156 1.9870 0.99 -1.73 -0.17
N 6.3230 -0.6627 1.2676 -1.30 -0.75 -1.58
C 6.5147 0.3565 2.2035 0.43 1.11 1.43
N 5.4043 0.5067 3.1567 -1.78 -0.48 -0.21
C 4.1678 0.7451 2.3692 -0.10 -0.07 0.85
C 5.1676 -0.7904 3.8920 -0.82 -0.07 -1.13
H 5.1304 0.6166 -0.1005 0.25 -1.04 0.82
H 5.0204 -1.1408 -0.2527 -0.36 -1.08 -0.96
H 3.6702 -2.5417 1.5070 -0.34 0.39 -0.62
H 2.8649 -1.5427 2.8242 1.28 -0.18 -1.10
H 5.8282 -2.6669 1.2029 0.72 0.15 0.64
H 7.0081 -2.2211 2.6092 -1.01 0.48 -1.30
H 6.6959 1.2800 1.6768 -0.15 0.62 -0.03
H 7.4017 0.1566 2.7811 0.47 -0.14 0.28
H 4.1609 1.7257 1.8692 0.45 -0.39 -0.17
H 3.2993 0.7884 3.0387 0.21 -0.22 0.00
H 4.2265 -0.7255 4.5211 1.26 0.09 -0.63
H 6.0339 -1.0294 4.4847 0.25 0.06 0.37
C -2.9493 -3.8059 0.4841 -0.63 0.60 0.94
C -3.9441 -3.5380 -0.6905 0.99 0.17 0.26
C -4.9850 -4.6442 -0.7944 -0.10 -0.67 1.22
C -3.0842 -3.5725 -1.9452 -0.36 1.64 -0.92
C -4.6463 -2.0912 -0.5787 1.71 -0.48 1.20
O -5.5116 -2.0894 0.5412 -1.35 -0.71 0.47
C -5.3456 -1.6582 -1.8606 0.88 0.22 -0.46
C -6.3870 -0.4824 -1.7620 -2.18 -2.00 -0.90
C -5.9731 0.9599 -1.7794 0.89 -0.56 1.17
C -6.1971 1.8159 -0.6904 -0.02 -0.07 -0.42
C -5.5770 3.0723 -0.6572 0.13 0.15 0.36
C -4.6604 3.3772 -1.6372 -0.17 -0.61 -1.76
Cl -3.7286 4.8387 -1.4766 0.13 0.25 -0.06
C -4.4877 2.5600 -2.7950 -0.08 1.28 1.72
C -5.1348 1.3516 -2.8132 0.46 0.60 0.65
C -3.6303 -0.9734 -0.0181 -0.51 -1.45 1.51
N -2.3902 -0.6180 -0.6738 3.60 1.38 -0.12
C -1.1313 -0.4398 -0.0662 -1.90 -0.85 -0.37
N -0.2230 -0.0357 -0.9623 -1.02 -0.74 1.00
C -0.9466 0.0219 -2.1225 -0.54 0.56 0.11
N -2.2344 -0.2437 -1.9878 0.47 -0.44 0.30
H -2.5495 -4.8476 0.5097 -0.30 0.78 -0.37
H -3.4234 -3.6302 1.4861 0.20 -0.22 -0.81
H -2.1272 -3.0635 0.4153 -0.13 -0.69 0.02
H -4.7304 -5.3757 -1.5255 0.45 -0.46 -0.78
H -5.9322 -4.2754 -1.1000 -1.05 0.36 -0.25
H -5.1557 -5.2670 0.1086 0.19 0.77 -0.11
H -2.5890 -4.4749 -2.1594 -0.04 -1.86 0.00
H -2.1903 -2.9430 -1.8491 -0.53 0.68 -0.20
H -3.7124 -3.3040 -2.8306 0.92 -0.17 0.50
H -6.2778 -2.7218 0.4838 1.29 0.81 -0.32
H -5.8113 -2.5929 -2.2697 0.01 1.08 0.14
H -4.5064 -1.3947 -2.5517 -0.87 -0.07 0.23
H -7.0952 -0.7184 -0.9093 0.80 0.45 -0.91
H -6.9962 -0.6708 -2.7220 0.57 0.46 1.41
H -6.7928 1.4678 0.1536 -0.04 0.19 -0.28
H -5.7413 3.8603 0.0973 -0.11 -0.84 -0.10
H -3.8337 2.8698 -3.5910 0.26 0.00 -0.03
H -4.7524 0.6437 -3.4997 -0.33 -0.68 -1.00
H -3.2992 -1.2656 1.0239 -0.45 -0.07 -1.21
H -4.3109 -0.1710 0.2004 0.14 1.07 -0.48
H -0.8772 -0.6344 0.9951 -0.70 -0.04 -1.13
H -0.4616 0.3546 -3.0273 -0.31 -0.13 -0.22

---

No. 2
65
Properties=species:S:1:pos:R:3:forces:R:3 method="wB97M-V/def2-TZVPD" de_lowest_ev=4.967 homo_lumo_gap_ev=4.43 e_homo_ev=-5.91 total_energy_ha=-3676.7122
P -2.6649 -0.3421 -3.1677 0.48 -0.06 -1.14
P 0.6917 -1.8958 -3.4220 -0.42 0.14 -0.37
C -1.7150 -0.9024 -4.6698 -0.57 -0.25 -0.60
C -0.7594 -2.1078 -4.5726 0.47 -0.07 0.03
H -1.2051 -0.0125 -5.0796 -0.12 -0.35 0.21
H -2.5044 -1.1821 -5.3902 0.27 0.21 -0.11
H -1.2783 -3.0337 -4.2608 0.07 0.42 -0.22
H -0.2847 -2.2775 -5.5561 -0.58 -0.12 0.11
C 1.7392 -0.8420 -4.5251 0.07 -0.33 0.13
H 2.6445 -0.5384 -3.9829 -0.20 -0.04 -0.24
H 1.1975 0.0625 -4.8377 0.15 -0.27 0.17
H 2.0059 -1.4370 -5.4086 0.05 0.27 0.06
C 1.4633 -3.5418 -3.5959 0.14 0.05 -0.34
H 1.8574 -3.6695 -4.6107 0.02 -0.28 0.16
H 0.6994 -4.3003 -3.3875 0.25 0.06 -0.01
H 2.2719 -3.6226 -2.8600 -0.12 -0.13 -0.23
C -3.5529 1.1028 -3.7920 -0.45 -0.36 -0.48
H -3.9274 1.7098 -2.9589 0.21 -0.11 -0.10
H -4.3939 0.7627 -4.4092 0.11 0.33 -0.03
H -2.8594 1.6946 -4.4042 -0.23 -0.06 0.21
C -3.8692 -1.6814 -2.9482 -0.57 -0.16 -0.42
H -3.3706 -2.6573 -2.8486 -0.07 0.38 0.03
H -4.5182 -1.7126 -3.8369 0.02 -0.18 0.26
H -4.4977 -1.5067 -2.0639 0.22 -0.05 -0.22
Zn 0.1700 -1.5234 2.4964 0.60 1.83 1.89
C 1.3149 -0.3439 -1.1309 0.60 0.65 1.20
C 1.3762 0.7859 -1.8401 0.95 -0.37 -0.50
C 0.1553 1.3800 -2.4131 -0.40 1.31 0.60
C -0.5616 2.2566 -1.3398 1.01 0.40 -0.56
C -1.8051 1.6195 -0.9114 -2.41 -0.54 0.36
C -2.1987 0.2987 -1.2395 1.35 1.20 2.64
C -1.1878 -0.8456 -0.9362 -0.67 -0.90 -0.55
C 0.1344 -0.5782 -0.1910 -0.29 -0.68 -0.68
C -0.8839 0.1783 2.8256 -0.49 -0.11 -0.57
H 2.1657 -1.0317 -1.0507 0.08 0.77 0.59
H 2.3183 1.2974 -2.0588 0.01 -0.75 -0.49
H -0.5315 0.5961 -2.7648 0.32 0.12 0.13
H 0.3556 1.9810 -3.3097 0.29 -0.04 0.26
H 0.1038 2.4536 -0.4742 0.08 -0.05 -0.38
H -0.7168 3.2514 -1.8034 -0.25 -0.32 0.33
H -2.5054 2.2915 -0.3759 -0.01 -0.55 -0.78
H -3.2517 0.1093 -0.9639 0.51 -0.07 0.46
H -0.8809 -1.3147 -1.8974 -0.17 0.33 0.81
H -1.7236 -1.6810 -0.4619 -0.15 0.34 0.33
H 0.0508 0.2384 0.5501 0.12 -0.36 -0.61
H 0.3514 -1.5255 0.3815 0.08 0.28 -0.33
H -1.3101 0.2747 3.8332 0.09 -0.36 -0.37
H -1.6354 0.2978 2.0352 0.05 0.23 0.39
H -0.1009 0.9482 2.7091 -0.16 -0.44 -0.05
O 2.5210 0.3130 3.1240 -0.80 -0.81 1.09
C 2.0571 -0.1896 4.1649 0.50 -0.24 -0.89
O 1.3264 -1.2791 4.2351 0.56 0.61 -0.71
C 2.3282 0.5177 5.4922 0.12 0.64 0.82
C 1.5747 0.1661 6.6251 0.39 0.10 -0.21
C 1.6388 0.8943 7.8082 0.40 0.48 0.02
C 2.4957 2.0082 7.9081 -0.27 -1.36 -2.23
C 3.3444 2.3244 6.8203 -0.51 -0.20 0.54
C 3.2573 1.5922 5.6282 -0.24 -0.45 0.17
N 2.4118 2.8542 9.0510 -0.12 1.69 2.73
O 1.5955 2.5453 9.9539 1.60 0.59 -1.78
O 3.1407 3.8706 9.1116 -1.30 -1.96 -0.27
H 0.9394 -0.7115 6.5770 -0.04 0.20 -0.10
H 1.0170 0.6083 8.6456 0.06 0.14 0.00
H 4.0330 3.1593 6.9589 -0.19 -0.28 -0.28
H 3.9463 1.8435 4.8165 -0.50 -0.12 0.14

---

No. 3
33
Properties=species:S:1:pos:R:3:forces:R:3 method="wB97M-V/def2-TZVPD" de_lowest_ev=0.000 smiles="O=C(O)/C=C/C(=O)Nc1ccc(SC(F)(F)C(F)(F)C(F)(F)F)cc1" homo_lumo_gap_ev=8.36 e_homo_ev=-9.09 total_energy_ha=-1877.9621
O -6.8970 -1.8487 0.6457 0.03 0.01 0.00
C -6.8446 -0.9752 -0.1826 -0.04 -0.52 0.50
O -7.8996 -0.5921 -0.9068 -0.31 0.36 -0.45
C -5.6329 -0.2017 -0.5250 0.50 0.11 0.06
C -4.4710 -0.4354 0.0848 -0.72 -0.07 -0.18
C -3.2509 0.3386 -0.2552 0.09 0.01 0.04
O -3.2386 1.2150 -1.0906 -0.02 0.10 -0.11
N -2.1615 -0.0522 0.4804 -0.29 -0.38 0.26
C -0.8604 0.4366 0.4373 0.53 0.30 -0.12
C 0.0732 -0.1257 1.3122 -0.09 0.02 -0.05
C 1.3796 0.3137 1.3214 -0.22 0.06 -0.07
C 1.7623 1.3139 0.4399 0.67 0.24 0.02
S 3.4575 1.8846 0.4402 -0.12 -0.35 -0.24
C 4.2253 0.5161 -0.5362 -0.28 0.35 0.19
F 3.3182 -0.4028 -0.9096 -0.02 -0.10 0.18
F 4.7660 1.0001 -1.6708 0.25 0.17 0.00
C 5.3346 -0.1822 0.2928 -0.01 -0.19 0.07
F 4.7933 -0.6631 1.4316 -0.08 -0.19 -0.19
F 6.2727 0.7131 0.6457 0.03 0.10 -0.28
C 6.0309 -1.3660 -0.4398 0.08 -0.23 -0.06
F 5.1634 -2.3400 -0.7028 -0.22 -0.02 0.06
F 6.9939 -1.8773 0.3216 0.10 0.11 0.30
F 6.5789 -0.9796 -1.5856 0.04 0.25 -0.11
C 0.8486 1.8856 -0.4301 0.09 -0.18 0.21
C -0.4622 1.4515 -0.4328 -0.29 0.03 -0.10
H -8.6855 -1.1097 -0.6700 0.29 -0.07 0.16
H -5.7284 0.5574 -1.2868 0.12 0.09 -0.05
H -4.4129 -1.2047 0.8433 -0.07 -0.09 0.06
H -2.3078 -0.7967 1.1494 -0.07 0.15 -0.17
H -0.2296 -0.9106 1.9901 -0.06 -0.10 0.08
H 2.0998 -0.1181 1.9987 0.06 -0.03 0.05
H 1.1640 2.6667 -1.1036 0.03 0.05 -0.08
H -1.1790 1.8889 -1.1069 -0.01 0.00 0.01